ORCA calculation (ωB97M-V/def2-TZVPD) on a structure of composition C24H11Cl4IrN2O5S2.

- DFT total energy: -4148.5710 hartree
- Kohn-Sham gap: 5.894 eV
- Maximum force: 0.3 eV/A
- Relative energy (zero: lowest compared OMol25 entry of this formula, charge and spin): 0.0 kJ/mol

Structure (ORCA input):
```
! wB97M-V def2-TZVPD RIJCOSX def2/J DEFGRID3
* xyz -2 1
Ir 0.73446 1.25373 -1.22984
Cl 2.47022 5.19881 4.08033
Cl -0.67050 5.35828 4.08153
Cl -2.29695 3.79666 1.86691
Cl 3.93077 3.46975 1.88108
S 0.79918 2.88422 -2.81537
S 2.28604 0.01393 -2.41998
O -2.10870 -1.56088 -2.02175
O -0.78920 0.23001 -2.16989
O 0.43168 -0.38253 0.16064
O 2.09264 2.17467 0.00043
O -0.58910 2.34327 -0.02282
N 2.36129 3.69475 -6.05651
N 4.18803 0.11862 -5.58425
C -1.86972 0.01612 1.67245
C -0.56061 3.74383 1.88968
C -3.87753 -1.89094 1.75861
C -2.83557 -2.02453 0.85763
C 1.14568 -4.32859 -1.43455
C -1.81287 -1.07614 0.81557
C 0.51756 -3.09363 -1.40747
C 1.92464 2.23041 -3.97387
C 1.15546 -5.13631 -0.30444
C 1.49966 2.91302 0.90388
C 3.45045 0.54088 -4.80525
C -0.10660 -2.64769 -0.24568
C -2.91860 0.14808 2.57644
C -1.23660 -0.81476 -1.59249
C 2.53939 1.02824 -3.81740
C 0.16667 4.42942 2.87504
C 0.07070 2.99717 0.89690
C -0.08819 -3.45732 0.88406
C 0.53944 -4.69658 0.85689
C 2.17900 3.03350 -5.13027
C -3.92019 -0.80540 2.62823
C 1.54439 4.35665 2.87460
C 2.20126 3.59752 1.89299
C -0.67876 -1.23692 -0.18636
H -4.74023 -0.69927 3.32849
H -0.57356 -3.12206 1.79312
H 1.63595 -4.65561 -2.34292
H -2.81049 -2.85273 0.16305
H -1.13681 0.80711 1.59955
H 0.53438 -2.46082 -2.28582
H -2.95238 1.02147 3.21553
H 0.54538 -5.31543 1.74641
H -4.66703 -2.63309 1.77673
H 1.64628 -6.10212 -0.32911
H 0.64953 -0.40677 1.09923
*
```

ORCA calculation (ωB97M-V/def2-TZVPD) on a structure of composition C4H6O3Tl in a non-equilibrium geometry.

- DFT total energy: -553.9414 hartree
- Kohn-Sham gap (alpha / beta): 8.231 / 8.098 eV
- Expectation value of S²: 0.762
- Maximum force: 4.3 eV/A
- Relative energy (zero: lowest compared OMol25 entry of this formula, charge and spin): 612.6 kJ/mol

Structure (ORCA input):
```
! wB97M-V def2-TZVPD RIJCOSX def2/J DEFGRID3
* xyz 0 2
Tl 0.76850 -2.01112 -3.26881
O 0.26586 -1.45739 2.69303
O -0.64476 -0.48670 -1.51538
O 0.48725 -1.34968 -1.43508
C -0.32713 0.81761 -1.46304
C 0.88119 1.37183 -1.28820
C -1.01638 0.41042 1.89553
C -0.28259 -0.67227 1.71759
H -1.60287 0.89663 2.67213
H -0.01199 -1.16125 3.56745
H -1.24819 1.40785 -1.48915
H 0.04241 -0.99240 0.71993
H 0.89561 2.44702 -1.52329
H 1.79311 0.77947 -1.28271
*
```

ORCA calculation (ωB97M-V/def2-TZVPD) on the molecule C13H14Cl2N2O3S in a non-equilibrium geometry.

- DFT total energy: -2157.5557 hartree
- Kohn-Sham gap: 9.077 eV
- Maximum force: 3.1 eV/A
- Relative energy (zero: lowest compared OMol25 entry of this formula, charge and spin): 0.0 kJ/mol

Structure (ORCA input):
```
! wB97M-V def2-TZVPD RIJCOSX def2/J DEFGRID3
* xyz 0 1
Cl -2.53007 -4.15800 -2.71872
Cl -1.15650 0.52649 -5.06479
S 1.55468 -1.20065 -0.59207
O 0.03833 -1.44423 4.90760
O 2.63697 -0.33458 -1.05519
O 2.07291 -2.52361 -0.19411
N 0.31717 -1.12674 1.95563
N -0.26487 1.01467 2.26086
C -0.76794 2.75265 -0.18634
C -1.58659 -2.70754 -2.72759
C -0.25212 -0.17120 2.82023
C -0.58847 -2.51714 -1.77265
C 0.13469 -0.47469 -2.89391
C -1.71554 -1.78977 -3.74442
C -0.89547 -0.62931 -3.83896
C 0.69349 -0.45946 0.81421
C 1.69289 2.85407 0.50363
C 0.54255 1.99252 0.01041
C 0.34911 0.83354 1.02013
C 0.26589 -1.39410 -1.82920
C -0.77140 -0.43256 4.25329
H -0.42790 -3.27576 -0.98576
H -1.16373 3.13194 0.79816
H 0.96130 -1.10431 4.96129
H -0.64997 3.64506 -0.80545
H 0.78248 0.40467 -2.96879
H -0.75021 0.51099 4.82688
H 1.79518 3.74321 -0.08968
H -1.84645 -0.79309 4.14983
H -2.48668 -1.95057 -4.48637
H 1.53916 3.15750 1.55646
H 2.62388 2.28229 0.48114
H 0.80882 1.61123 -0.98158
H 0.55938 -2.07036 2.27333
H -1.51494 2.09684 -0.65749
*
```

ORCA calculation (ωB97M-V/def2-TZVPD) on a structure of composition AlH10O5 in a non-equilibrium geometry.

- DFT total energy: -623.1836 hartree
- Kohn-Sham gap: 4.621 eV
- Maximum force: 2.9 eV/A
- Relative energy (zero: lowest compared OMol25 entry of this formula, charge and spin): 701.5 kJ/mol

Structure (ORCA input):
```
! wB97M-V def2-TZVPD RIJCOSX def2/J DEFGRID3
* xyz 3 1
Al 0.53656 0.74393 -0.74116
O -0.96544 1.80130 1.50371
O -0.96088 -0.96332 -2.55260
O 1.75057 2.55418 1.16921
O -0.98737 -1.20197 0.67649
O 1.31610 -2.03742 -0.86973
H -0.56659 -1.42285 -3.32133
H 2.03590 -2.52014 -0.41350
H -1.90031 -0.82503 -2.79530
H -0.63690 2.57411 1.99747
H 1.08573 -2.59042 -1.63791
H -1.56516 -1.16406 1.46290
H 1.84308 2.04831 1.99360
H 2.05693 3.45748 1.38496
H -1.21922 -2.03543 0.22853
H -1.82299 1.58132 1.91467
*
```